No. 1
DFT (ωB97M-V/def2-TZVPD) results for a structure of composition C23H68AgBF4N10O9 at a distorted geometry.

The geometry in ORCA input format:
```
! wB97M-V def2-TZVPD RIJCOSX def2/J DEFGRID3
* xyz 0 1
H -2.340 3.642 -0.801
H -2.063 -6.239 2.273
C -1.503 -0.403 -6.008
C -3.301 3.468 3.178
H -0.410 -4.107 2.827
N 0.143 4.954 1.572
H 1.409 -0.442 3.875
B 0.379 -0.069 -0.072
O -2.079 4.170 3.059
C -3.433 1.938 -0.607
F 1.532 0.277 -0.834
H 0.227 -5.122 1.444
H -4.101 0.020 -0.363
C -2.798 -2.963 -0.994
C -1.555 -6.332 3.243
H -3.433 -0.311 -7.836
C 1.665 -4.667 2.955
H 1.814 -2.271 -1.023
H 1.008 4.250 4.809
C 0.700 4.924 4.007
O -0.161 -6.200 3.083
C 1.811 -4.473 4.458
H 3.066 -1.240 0.582
H -2.484 -0.172 1.640
H -3.382 2.871 4.099
O -4.501 2.480 -0.339
C -0.428 -0.151 -3.956
H 1.538 5.590 3.793
H -1.633 -2.606 0.779
H 0.480 0.146 -3.433
H -1.601 -1.461 -5.749
H -2.158 -2.322 -1.613
H -1.915 -5.607 3.979
H 1.314 2.159 -2.938
C -2.013 -3.447 0.206
N 1.572 3.502 -0.490
H -0.532 -1.226 -3.732
H -0.147 5.513 4.367
O -3.151 -4.075 -1.813
C 0.229 -4.944 2.525
H -4.084 4.219 3.210
H -0.473 -2.078 -8.016
O -0.374 0.125 -5.322
C 2.786 5.115 -1.828
H -2.587 -1.835 -8.327
H -4.085 -1.584 4.427
H -3.454 2.709 2.404
H 2.168 3.364 -3.876
H -0.864 5.120 1.528
C -1.266 -0.259 -7.512
C -2.377 -1.366 3.358
H 3.162 0.608 -3.591
H -2.367 0.232 -5.776
H 3.655 1.039 4.644
H 4.780 -1.574 0.719
H -2.417 0.115 -0.772
H -0.866 2.739 3.972
H 1.037 3.324 2.633
H -1.266 -4.143 -0.180
H 1.618 0.813 1.808
H 2.280 -5.503 2.615
H 0.481 -1.167 -7.137
C 0.294 4.120 2.791
C 1.680 0.605 3.712
H -1.758 -7.349 3.583
H -2.567 -4.049 0.932
H 2.266 2.086 5.206
H -2.535 -0.368 -9.270
H 2.860 5.633 -0.871
C -2.519 -0.752 -8.245
C 2.099 2.919 -2.874
H 4.843 1.094 -3.276
H 1.327 -5.260 5.033
F 0.705 -1.161 0.728
H 0.751 4.432 -2.142
C -0.983 3.291 3.030
H 2.663 -3.103 -2.317
H 0.737 1.158 3.765
O 2.334 0.759 2.451
H 3.925 1.892 -4.534
H -4.267 -0.749 2.876
H -1.017 0.758 -7.812
F -0.686 -0.387 -0.914
F 0.037 1.049 0.715
H -3.653 -2.333 -0.717
C 1.733 4.027 -1.877
H 2.870 -4.379 4.689
H -1.304 0.280 -3.452
H 3.788 4.770 -2.082
N -1.901 -0.717 2.250
N 2.660 -2.612 -1.439
H 2.470 0.447 5.690
N -3.725 -1.250 3.554
H 2.144 -3.527 1.294
N -0.132 -1.122 -7.954
H 1.302 -3.533 4.694
H -1.044 2.546 2.225
C 2.585 1.116 4.828
H -1.404 2.195 -0.741
C 3.911 -2.331 -0.980
O 3.393 2.412 -2.594
O 4.950 -2.729 -1.480
Ag 3.324 1.907 -0.295
H 1.454 -2.714 2.440
H 0.836 2.800 -0.421
H 2.553 5.925 -2.527
H 1.171 4.232 0.123
N 2.158 -3.441 2.309
N -3.297 0.582 -0.566
C 3.850 1.456 -3.531
N -2.295 2.643 -0.870
N 3.916 -1.631 0.216
H -0.914 -0.798 2.090
H 0.531 5.857 1.830
O -1.647 -1.985 4.119
H -3.724 -3.777 -2.523
*
```

Frontier orbital gap: 7.99 eV
E_LUMO: -0.030 Eh

Atomic partial charges in e from the Mulliken method, atoms 1 to 6:
1. H 0.258
2. H 0.244
3. C -0.639
4. C -0.579
5. H 0.018
6. N -0.524



No. 2
DFT (ωB97M-V/def2-TZVPD) results for a cluster of 13 separate species, C23H72N8O13 in total at a distorted geometry.

The geometry in ORCA input format:
```
! wB97M-V def2-TZVPD RIJCOSX def2/J DEFGRID3
* xyz 0 1
H -1.532 -2.127 -4.068
H -3.389 -3.306 0.301
O -1.747 -3.596 5.536
C -1.230 2.859 -2.472
O 2.472 -0.690 4.369
H -1.298 0.973 -0.306
O -0.013 -0.904 -2.466
H 2.821 2.615 -2.444
H -2.045 2.926 -1.780
H 3.456 1.637 3.816
C -1.432 -3.320 -0.073
H -0.178 -3.509 2.356
O 2.923 -1.218 1.483
N 0.481 0.138 -4.517
H -0.646 1.962 -2.328
H 2.475 5.104 0.223
N 2.078 -3.253 -0.239
C -5.071 -0.863 -1.499
H -5.281 -3.155 2.990
H 1.455 -2.914 2.325
H 1.637 2.401 -3.469
H 1.420 1.664 -1.846
H -0.026 2.814 0.298
H -0.830 -3.355 5.516
H 3.706 1.552 -0.135
H -5.810 -2.072 1.646
H -5.718 -4.097 0.892
C 3.695 -0.116 0.979
C -2.547 -2.893 4.539
H 2.372 3.590 1.234
H 2.018 -4.999 -1.946
H 1.337 0.434 -3.970
O -2.764 -0.450 -1.743
H -0.402 -0.289 4.554
H -3.601 -2.672 4.739
C -3.828 -0.781 -2.364
H -1.574 -0.900 -5.425
O 0.531 -2.738 4.117
C 2.573 1.566 4.410
H 2.853 1.574 5.478
H 2.852 -4.083 -3.133
C 2.503 -3.106 -1.476
N -1.203 -1.273 -4.512
H -3.347 0.153 -4.227
H -5.926 -0.832 -2.126
N 3.161 0.774 0.251
H -4.141 -2.076 2.128
H -2.136 -1.179 -1.894
C -1.659 0.029 1.511
H 0.486 -2.965 -0.474
H -2.503 -3.470 3.538
H 0.581 0.638 5.815
H 2.955 -0.868 3.552
O -0.468 2.886 -4.713
H 2.148 0.715 0.041
H -0.545 -1.860 -1.395
H -0.552 3.672 -2.202
O -1.181 -4.623 0.376
H -1.827 5.170 -3.978
H 2.195 3.565 -0.398
H 0.811 2.005 1.563
O -4.816 -3.727 1.022
H 0.143 -0.634 -0.279
O 0.362 0.153 0.157
H 1.481 0.333 2.978
H 5.385 0.832 0.775
H -2.049 -1.844 4.563
H -3.215 4.150 -3.567
C -1.552 2.924 -3.996
H 5.362 -0.731 1.791
C -2.344 4.229 -4.203
H 1.193 -2.052 4.324
C 2.116 1.903 -2.672
O 2.675 0.641 -3.138
H 5.440 2.570 -0.423
N 4.905 0.081 1.242
H -2.837 -1.904 -0.511
H 0.605 0.070 -5.519
C 0.427 0.489 4.770
C 1.741 0.294 4.073
H -4.351 1.262 -3.011
H -5.114 -0.014 -3.961
H -2.638 0.555 1.325
H 3.186 0.235 -2.421
H 2.154 2.580 4.199
C 4.862 3.577 1.601
H 4.766 4.685 -0.160
C 0.461 -2.688 2.712
C -4.113 0.233 -3.446
N -0.487 -2.593 -0.637
O 3.027 -1.858 -1.916
H 4.663 4.424 2.207
H 5.973 3.559 1.531
C -0.180 2.063 1.151
O 4.542 2.892 -0.530
H 2.211 -2.378 0.281
H 0.053 -1.809 2.215
H -0.828 2.581 1.762
C -0.681 0.716 0.561
H 4.359 2.665 1.969
H -2.587 4.332 -5.227
C 2.742 4.027 0.334
C -0.273 -0.668 -3.816
H -2.152 2.052 -4.243
H -0.032 1.413 4.497
N 2.611 -4.155 -2.094
H -1.849 -0.982 1.307
H -1.270 0.001 2.485
H -5.115 -0.004 -0.829
N -2.604 -2.744 -0.075
H -5.215 -1.778 -0.922
C -5.018 -2.759 2.014
H -3.648 -1.766 -2.981
H 1.993 -4.139 0.211
C 4.220 3.837 0.227
H -0.227 2.004 -4.664
*
```

Frontier orbital gap: 8.30 eV
E_LUMO: 0.002 Eh
Energy relative to the best compared isomer or geometry (same formula, charge and spin): 43.6 kcal/mol

Atomic partial charges in e from the Mulliken method, atoms 1 to 6:
1. H 0.273
2. H 0.269
3. O -0.632
4. C -0.614
5. O -0.764
6. H -1.281



- Among the records above, which one has the lowest frontier orbital gap?
  C23H68AgBF4N10O9



- Among the records above, which one has the highest frontier orbital gap?
  C23H72N8O13